[1]
DFT (ωB97M-V/def2-TZVPD) results for a cluster of 6 separate species, C21H50FNO10S in total at a distorted geometry.

Bonds (Å) are listed after each position.
Atoms and positions in Å:
1 O 5.74371 -0.32754 2.66087  C2 1.183
2 C 4.89332 0.26227 2.08811  O1 1.183, O3 1.359, H15 1.094
3 O 3.59375 0.23255 2.48395  C2 1.359, C4 1.427
4 C 3.15502 1.42813 3.12711  O3 1.427, C5 1.509, H16 1.084, H17 1.090
5 C 2.80880 2.53724 2.16364  C4 1.509, N6 1.500, H18 1.088, H19 1.084
6 N 1.56363 2.17999 1.40741  C5 1.500, C7 1.476, S11 1.674
7 C 0.39028 2.68399 2.14807  N6 1.476, C8 1.540, H20 1.082, H21 1.091
8 C -0.91239 1.96425 1.75190  C7 1.540, C9 1.623, O10 1.315, H22 1.080
9 C -1.09554 0.45305 2.31528  C8 1.623, O10 1.584, H23 1.093, H24 1.123
10 O -0.76117 1.00218 0.86778  C8 1.315, C9 1.584
11 S 1.77986 2.99547 -0.03883  N6 1.674, O12 1.413, O13 1.422, F14 1.544
12 O 2.75494 2.31609 -0.80297  S11 1.413
13 O 1.89984 4.39666 0.16847  S11 1.422
14 F 0.41127 2.79748 -0.72464  S11 1.544
15 H 5.06562 0.82450 1.16573  C2 1.094
16 H 2.31226 1.18451 3.76354  C4 1.084
17 H 3.95546 1.79629 3.76907  C4 1.090
18 H 2.65934 3.46525 2.71165  C5 1.088
19 H 3.63649 2.71027 1.48592  C5 1.084
20 H 0.51622 2.50076 3.20727  C7 1.082
21 H 0.23760 3.75431 2.00138  C7 1.091
22 H -1.80554 2.57165 1.75474  C8 1.080
23 H -0.73025 -0.53032 2.00949  C9 1.093
24 H -0.20762 0.61868 2.98214  C9 1.123
25 C -3.11193 -3.77288 -1.04780  C26 1.521, H29 1.094, H30 1.090, H31 1.091
26 C -2.88537 -2.46770 -0.30056  C25 1.521, C27 1.525, O28 1.428, H32 1.090
27 C -2.67820 -1.29921 -1.25773  C26 1.525, H33 1.094, H34 1.089, H35 1.092
28 O -1.77156 -2.60137 0.58347  C26 1.428, H36 0.963
29 H -2.23781 -4.01700 -1.65799  C25 1.094
30 H -3.26348 -4.59289 -0.34592  C25 1.090
31 H -3.98162 -3.70970 -1.70308  C25 1.091
32 H -3.74458 -2.25753 0.33706  C26 1.090
33 H -1.79296 -1.45865 -1.88027  C27 1.094
34 H -2.52205 -0.37690 -0.70084  C27 1.089
35 H -3.54291 -1.17524 -1.91244  C27 1.092
36 H -0.99121 -2.79445 0.05325  O28 0.963
37 C 8.78893 -2.01451 -1.43774  C38 1.521, H41 1.093, H42 1.090, H43 1.091
38 C 7.72904 -1.35784 -0.56608  C37 1.521, C39 1.519, O40 1.429, H44 1.091
39 C 6.87456 -2.38891 0.15101  C38 1.519, H45 1.094, H46 1.087, H47 1.092
40 O 6.90311 -0.49829 -1.35372  C38 1.429, H48 0.963
41 H 8.31745 -2.63087 -2.20803  C37 1.093
42 H 9.39050 -1.25880 -1.94295  C37 1.090
43 H 9.45075 -2.64923 -0.84706  C37 1.091
44 H 8.21126 -0.71125 0.16797  C38 1.091
45 H 6.34480 -3.01844 -0.57037  C39 1.094
46 H 6.12455 -1.89760 0.76495  C39 1.087
47 H 7.48202 -3.03021 0.79223  C39 1.092
48 H 6.45754 -1.04166 -2.01216  O40 0.963
49 C -3.72174 2.58269 -1.52340  C50 1.519, H53 1.094, H54 1.090, H55 1.091
50 C -3.51454 4.00147 -1.02157  C49 1.519, C51 1.521, O52 1.429, H56 1.091
51 C -3.46854 5.00109 -2.16655  C50 1.521, H57 1.093, H58 1.090, H59 1.091
52 O -2.31181 4.07410 -0.25293  C50 1.429, H60 0.963
53 H -2.89440 2.28109 -2.17186  C49 1.094
54 H -3.75100 1.88253 -0.68915  C49 1.090
55 H -4.65203 2.49212 -2.08628  C49 1.091
56 H -4.32106 4.26875 -0.33724  C50 1.091
57 H -2.63582 4.77179 -2.83683  C51 1.093
58 H -3.31706 6.01157 -1.78702  C51 1.090
59 H -4.39205 4.98134 -2.74662  C51 1.091
60 H -1.57923 3.84535 -0.83461  O52 0.963
61 C 2.95857 -3.65472 1.82610  C62 1.522, H65 1.094, H66 1.090, H67 1.091
62 C 2.80411 -4.66779 0.70106  C61 1.522, C63 1.521, O64 1.427, H68 1.091
63 C 2.64323 -6.08113 1.23986  C62 1.521, H69 1.093, H70 1.090, H71 1.091
64 O 3.92305 -4.59833 -0.18261  C62 1.427, H72 0.963
65 H 3.85323 -3.87420 2.41543  C61 1.094
66 H 3.07026 -2.64767 1.42355  C61 1.090
67 H 2.09592 -3.66745 2.49359  C61 1.091
68 H 1.93528 -4.40857 0.09477  C62 1.091
69 H 3.52840 -6.37112 1.81258  C63 1.093
70 H 2.53310 -6.79219 0.42107  C63 1.090
71 H 1.77162 -6.16105 1.89060  C63 1.091
72 H 4.70992 -4.82227 0.32560  O64 0.963
73 C -7.36946 2.05181 -0.72622  C74 1.521, H77 1.093, H78 1.090, H79 1.091
74 C -7.72823 1.34459 -2.02431  C73 1.521, C75 1.521, O76 1.426, H80 1.091
75 C -8.69880 2.16769 -2.85809  C74 1.521, H81 1.093, H82 1.090, H83 1.091
76 O -8.27817 0.05698 -1.75236  C74 1.426, H84 0.963
77 H -8.26170 2.20228 -0.11256  C73 1.093
78 H -6.67147 1.44994 -0.14372  C73 1.090
79 H -6.91428 3.02500 -0.91802  C73 1.091
80 H -6.82056 1.15985 -2.60106  C74 1.091
81 H -9.63224 2.32258 -2.31032  C75 1.093
82 H -8.94270 1.64729 -3.78403  C75 1.090
83 H -8.28070 3.14420 -3.10686  C75 1.091
84 H -9.08477 0.18381 -1.24221  O76 0.963

Summary:
- Spin multiplicity: 1
- Total charge: 0
- Maximum force: 2.30 eV/A
- LUMO energy: 0.0159 Ha
- HOMO level: -9.02 eV
- SMILES: O=COCCN(C[C@@H]1CO1)S(=O)(=O)F.CC(C)O.CC(C)O.CC(C)O.CC(C)O.CC(C)O
- Orbital gap: 9.451 eV



[2]
DFT (ωB97M-V/def2-TZVPD) results for a cluster of 12 separate species, C21H51F9N18O15 in total at a distorted geometry.

Bonds (Å) are listed after each position.
Atoms and positions in Å:
1 C 8.77090 10.06061 10.01587  C2 1.519, H10 1.098, H11 1.137, H12 1.117
2 C 9.59907 9.70428 11.23822  C1 1.519, O3 1.514, H13 1.092, H14 1.092
3 O 8.68046 9.96442 12.41301  C2 1.514, C4 1.299
4 C 9.03642 9.40079 13.52795  O3 1.299, O5 1.196, C6 1.513
5 O 10.01338 8.76479 13.79671  C4 1.196
6 C 8.01623 9.76263 14.58539  C4 1.513, F7 1.333, F8 1.328, F9 1.314
7 F 7.13895 8.78802 14.82555  C6 1.333
8 F 8.66970 10.04060 15.70801  C6 1.328
9 F 7.33391 10.83832 14.26243  C6 1.314
10 H 9.41426 10.18218 9.13390  C1 1.098
11 H 8.39041 11.13043 10.07945  C1 1.137
12 H 7.91502 9.41639 9.69771  C1 1.117
13 H 10.46686 10.35788 11.35252  C2 1.092
14 H 9.90980 8.65764 11.27280  C2 1.092
15 C 8.71637 17.38499 12.20866  C16 1.525, H24 1.046, H25 1.094, H26 1.048
16 C 9.80812 18.22402 11.55296  C15 1.525, O17 1.474, H27 1.103, H28 1.098
17 O 9.65852 19.65236 11.88446  C16 1.474, C18 1.274
18 C 10.48165 20.41771 11.28374  O17 1.274, O19 1.245, C20 1.512
19 O 11.29658 20.05795 10.41330  C18 1.245
20 C 10.25647 21.88463 11.57418  C18 1.512, F21 1.359, F22 1.342, F23 1.307
21 F 9.48724 22.15718 12.66057  C20 1.359
22 F 11.44084 22.51328 11.63547  C20 1.342
23 F 9.64110 22.46254 10.57622  C20 1.307
24 H 8.26931 16.76152 11.49719  C15 1.046
25 H 7.87860 18.01611 12.52097  C15 1.094
26 H 8.98462 16.82167 13.05112  C15 1.048
27 H 9.82396 18.02258 10.46901  C16 1.103
28 H 10.83152 18.15069 11.94526  C16 1.098
29 C 18.12076 12.56688 12.10507  C30 1.555, H38 1.100, H39 1.058, H40 1.084
30 C 16.83876 12.21121 11.29991  C29 1.555, O31 1.487, H41 1.117, H42 1.117
31 O 16.43769 10.91991 11.91848  C30 1.487, C32 1.305
32 C 15.63249 10.17124 11.21620  O31 1.305, O33 1.268, C34 1.557
33 O 15.02512 10.53226 10.16275  C32 1.268
34 C 15.23493 8.75881 11.73649  C32 1.557, F35 1.334, F36 1.322, F37 1.324
35 F 14.00490 8.39529 11.36894  C34 1.334
36 F 16.11874 7.85844 11.34157  C34 1.322
37 F 15.30818 8.77808 13.05793  C34 1.324
38 H 17.97840 12.51029 13.19447  C29 1.100
39 H 18.39615 13.58360 12.00690  C29 1.058
40 H 18.85399 11.85774 11.73867  C29 1.084
41 H 16.90841 12.09844 10.19041  C30 1.117
42 H 15.99167 12.88438 11.57729  C30 1.117
43 N 12.99770 17.84864 15.12256  C44 1.394, H47 1.040, H48 1.038
44 C 12.93810 19.20720 14.81770  N43 1.394, N45 1.368, O46 1.221
45 N 13.84334 20.01554 15.44873  C44 1.368, H49 0.988, H50 1.031
46 O 12.05586 19.68280 14.12076  C44 1.221
47 H 14.00160 17.61117 15.25626  N43 1.040
48 H 12.56286 17.26354 14.38391  N43 1.038
49 H 14.51387 19.68284 16.09431  N45 0.988
50 H 13.46125 20.96953 15.53656  N45 1.031
51 N 9.00654 13.65960 8.63433  C52 1.365, H55 0.986, H56 1.003
52 C 9.99184 14.59022 8.46838  N51 1.365, N53 1.396, O54 1.241
53 N 11.03506 14.24288 7.60893  C52 1.396, H57 1.034, H58 1.017
54 O 9.88939 15.70213 9.01076  C52 1.241
55 H 8.57913 13.93251 9.47990  N51 0.986
56 H 9.27557 12.69724 8.54548  N51 1.003
57 H 11.51750 15.09550 7.27867  N53 1.034
58 H 10.76491 13.53030 6.93486  N53 1.017
59 N 13.66396 12.62633 13.81638  C60 1.350, H63 1.042, H64 0.977
60 C 12.60744 11.80310 13.64693  N59 1.350, N61 1.338, O62 1.243
61 N 12.56613 10.62753 14.28445  C60 1.338, H65 0.987, H66 1.005
62 O 11.62723 12.10941 12.94724  C60 1.243
63 H 13.59706 13.63301 13.55426  N59 1.042
64 H 14.25246 12.45078 14.57579  N59 0.977
65 H 11.80815 10.06865 13.98969  N61 0.987
66 H 13.26303 10.25853 14.90790  N61 1.005
67 N 16.59139 16.42430 12.00446  C68 1.333, H71 1.013, H72 1.014
68 C 17.37063 17.50598 11.98649  N67 1.333, N69 1.321, O70 1.251
69 N 18.30477 17.61004 11.05871  C68 1.321, H73 1.004, H74 0.991
70 O 17.16147 18.38243 12.85408  C68 1.251
71 H 15.68483 16.63343 12.40551  N67 1.013
72 H 16.50709 15.83679 11.18230  N67 1.014
73 H 18.83044 18.46388 11.01709  N69 1.004
74 H 18.38624 16.95375 10.32106  N69 0.991
75 N 14.87098 15.75462 8.45903  C76 1.370, H79 1.039, H80 1.012
76 C 15.36284 14.60804 9.02539  N75 1.370, N77 1.364, O78 1.235
77 N 14.47370 13.57505 8.96674  C76 1.364, H81 1.005, H82 0.984
78 O 16.48279 14.62763 9.54487  C76 1.235
79 H 14.18648 15.67484 7.68196  N75 1.039
80 H 15.63073 16.42236 8.49256  N75 1.012
81 H 13.54796 13.79605 8.64248  N77 1.005
82 H 14.70437 12.65476 9.22866  N77 0.984
83 N 6.81691 13.46612 12.66567  C84 1.363, H87 1.013, H88 1.027
84 C 8.14785 13.25430 12.46048  N83 1.363, N85 1.340, O86 1.249
85 N 9.12417 13.22421 13.37744  C84 1.340, H89 0.985, H90 1.006
86 O 8.42297 13.03851 11.26154  C84 1.249
87 H 6.40585 13.39581 13.58930  N83 1.013
88 H 6.37880 13.31614 11.74905  N83 1.027
89 H 9.94988 12.73125 13.16263  N85 0.985
90 H 8.94931 13.22310 14.36858  N85 1.006
91 N 12.95643 18.89300 7.01888  C92 1.365, H95 1.048, H96 1.011
92 C 12.24409 17.80120 7.42195  N91 1.365, N93 1.321, O94 1.232
93 N 11.71126 17.86960 8.62866  C92 1.321, H97 0.990, H98 1.017
94 O 12.15859 16.79797 6.71130  C92 1.232
95 H 12.79530 19.81149 7.49674  N91 1.048
96 H 13.52706 18.83200 6.18681  N91 1.011
97 H 11.73658 18.67527 9.20423  N93 0.990
98 H 11.16089 17.04627 8.85994  N93 1.017
99 N 12.57339 9.95927 8.32334  C100 1.364, H103 1.039, H104 1.017
100 C 11.90626 11.11588 8.60340  N99 1.364, N101 1.401, O102 1.221
101 N 12.32156 11.86385 9.71240  C100 1.401, H105 1.021, H106 0.995
102 O 10.89486 11.42580 7.99270  C100 1.221
103 H 13.55905 9.80064 8.61207  N99 1.039
104 H 12.40872 9.46752 7.44889  N99 1.017
105 H 11.72856 12.61202 10.07357  N101 1.021
106 H 12.85192 11.50826 10.47610  N101 0.995
107 N 13.23354 16.63184 11.17664  C108 1.343, H111 1.008, H112 1.003
108 C 13.00471 15.54253 11.92840  N107 1.343, N109 1.391, O110 1.242
109 N 12.01782 14.69698 11.43261  C108 1.391, H113 1.019, H114 0.977
110 O 13.76133 15.25058 12.86889  C108 1.242
111 H 12.85840 16.58757 10.24203  N107 1.008
112 H 14.06670 17.15896 11.36310  N107 1.003
113 H 11.25187 15.20132 10.98796  N109 1.019
114 H 11.59257 14.02922 12.00448  N109 0.977

Summary:
- Spin multiplicity: 1
- Total charge: 0
- Energy above the lowest of the compared OMol25 structures with the same formula, charge and spin: 0.0 kJ/mol
- Maximum force: 4.73 eV/A
- LUMO energy: 0.0123 Ha
- HOMO level: -9.49 eV
- SMILES: CCOC(=O)C(F)(F)F.CCOC(=O)C(F)(F)F.CCOC(=O)C(F)(F)F.NC(N)=O.NC(N)=O.NC(N)=O.NC(N)=O.NC(N)=O.NC(N)=O.NC(N)=O.NC(N)=O.NC(N)=O
- Orbital gap: 9.820 eV